Here is an isolated molecule of C6H13N from OMol25. Energies are from the ωB97M-V functional and the def2-TZVPD basis.

As for the SMILES: C=N[C@H](C)C(C)C. The charge is 0. The LUMO energy is 1.174 eV. The HOMO-LUMO gap comes out at 10.847 eV. For the HOMO energy, the calculation gives -9.67 eV. The value obtained for the molecular weight is 99.2 g/mol. The largest force on an atom is 0.44 eV Å⁻¹.

Last column: Löwdin charge in e.
Element x y z (Å)
N  -1.26197  -0.50140  -0.63156  0.01
C  -1.84584  -1.59233  -0.37871  -0.04
C  0.90968  0.20599  0.23287  -0.39
C  -0.61759  0.20328  0.46729  -0.43
C  1.46379  -1.21584  0.36574  -0.09
C  1.30624  0.84600  -1.11359  -0.07
C  -1.21437  1.60476  0.56834  -0.06
H  1.77351  1.82626  -0.98417  0.07
H  -1.07489  2.16231  -0.36321  0.08
H  -2.29001  1.54481  0.76519  0.08
H  1.33696  0.80919  1.04666  0.13
H  1.08114  -1.86371  -0.43250  0.07
H  -1.90953  -2.02844  0.63011  0.08
H  2.02246  0.21858  -1.65341  0.07
H  -0.74719  2.16315  1.38727  0.08
H  1.18112  -1.66345  1.32733  0.08
H  2.55756  -1.21612  0.30189  0.08
H  0.44002  0.96615  -1.76856  0.07
H  -2.31187  -2.15096  -1.19317  0.07
H  -0.79924  -0.31824  1.42619  0.13

Force components x, y, z for each atom (eV/Å):
-0.187 -0.375 0.133
0.081 0.164 -0.094
0.037 0.011 0.039
0.038 0.047 0.114
0.006 -0.035 0.011
0.013 0.041 -0.092
0.005 0.054 -0.015
-0.095 -0.086 0.020
0.010 -0.089 0.115
0.153 0.011 -0.034
-0.085 -0.119 -0.088
0.068 0.130 0.109
0.040 0.105 -0.097
-0.057 0.054 0.107
-0.039 -0.085 -0.122
0.047 0.065 -0.138
-0.161 0.017 0.002
0.080 -0.030 0.074
0.035 0.101 0.109
0.013 0.020 -0.152